Entry 1:
Here is C27H42N3P2PdS as an isolated structure from the OMol25 dataset. Energies are from ωB97M-V/def2-TZVPD.

Summary:
E (Eh): -2427.1706
LUMO energy (eV): 2.906
Energy above the lowest of the compared OMol25 structures with the same formula, charge and spin (kcal/mol): 1.2
Total charge: -1
Max |F| (Eh/bohr): 0.0138

Positions of all 76 atoms, in Å:
1 Pd 0.29 0.17 1.05
2 S 0.50 2.29 2.85
3 P 2.23 -0.39 -0.11
4 P -2.16 0.74 0.45
5 N -0.30 -0.29 3.45
6 N 1.93 0.04 3.55
7 N -0.51 -0.91 -1.10
8 C -4.06 -1.27 -0.33
9 C 2.29 -0.84 -4.22
10 C 2.67 -0.65 -2.90
11 C -2.78 -0.73 -0.41
12 C -1.53 3.35 -0.43
13 C 1.68 -1.36 3.87
14 C -1.78 -1.42 -1.15
15 C -3.70 1.40 1.28
16 C 4.10 1.31 1.06
17 C 0.01 -1.13 -3.48
18 C -2.13 -2.63 -1.78
19 C 0.94 -1.07 -4.49
20 C -3.41 -3.13 -1.70
21 C 1.76 -0.71 -1.85
22 C -2.65 1.91 -2.19
23 C 3.43 1.02 -0.28
24 C 3.30 -1.84 0.35
25 C 2.68 2.26 -0.77
26 C 2.42 -3.09 0.28
27 C 0.73 0.59 3.01
28 C 4.59 -2.04 -0.45
29 C 0.37 -0.95 -2.11
30 C -4.81 1.97 0.39
31 C -4.39 -2.46 -0.97
32 C -3.35 2.40 2.39
33 C 0.25 -1.25 4.40
34 C -1.75 1.93 -0.95
35 H -0.29 -2.20 4.38
36 H 2.93 -3.96 0.72
37 H 3.71 -0.43 -2.69
38 H -0.78 1.54 -1.26
39 H -2.14 2.40 -3.02
40 H 2.74 0.24 3.00
41 H 3.02 -0.78 -5.02
42 H 2.38 -1.73 4.62
43 H 5.23 -1.15 -0.41
44 H -5.73 2.10 0.97
45 H 1.70 -2.02 2.99
46 H -0.93 3.34 0.49
47 H 3.56 -1.66 1.40
48 H -1.03 -1.28 -3.72
49 H 0.27 -0.86 5.42
50 H 3.33 3.13 -0.75
51 H 1.47 -2.94 0.80
52 H -3.08 3.37 1.97
53 H -2.49 2.08 2.98
54 H 3.36 1.72 1.76
55 H -1.36 -3.18 -2.32
56 H -3.66 -4.07 -2.20
57 H -4.21 2.55 3.05
58 H -4.83 -0.77 0.25
59 H 4.56 0.41 1.50
60 H -4.52 2.95 0.00
61 H 4.19 0.76 -1.02
62 H 2.18 -3.33 -0.76
63 H -1.16 0.18 3.69
64 H -3.59 2.44 -2.02
65 H -2.88 0.89 -2.50
66 H -4.09 0.50 1.77
67 H -5.40 -2.86 -0.90
68 H 0.62 -1.20 -5.52
69 H -2.47 3.85 -0.22
70 H 4.89 2.06 0.94
71 H -5.03 1.33 -0.46
72 H 2.30 2.13 -1.79
73 H 5.16 -2.88 -0.04
74 H -1.00 3.94 -1.18
75 H 1.83 2.46 -0.12
76 H 4.37 -2.27 -1.49

The molecule's Mulliken atomic charges, reported in e, are given here: -1.5995, -0.2708, 1.6086, 1.6468, 0.1148, -0.2910, 0.4185, -0.9458, -1.0521, -0.4424, 0.5210, -1.6476, -0.1300, -0.7455, 0.4520, -1.7503, -0.4911, -0.4439, -0.8522, -0.6426, 0.2659, -1.6875, 0.5105, 0.7591, -1.5622, -1.7026, 0.1397, -1.7289, -0.1535, -1.7757, -1.0332, -1.2372, -0.8483, 1.6936, 0.3639, 0.4644, 0.2850, -0.3076, 0.4579, 0.1909, 0.4108, 0.4044, 0.3359, 0.4546, -0.1199, 0.2180, 0.5199, 0.4860, 0.3713, 0.4846, 0.2555, 0.2279, 0.0809, 0.2186, 0.5364, 0.3579, 0.4809, 0.3000, 0.3184, 0.2807, 0.5751, 0.3487, 0.1174, 0.3207, 0.2861, 0.5599, 0.4007, 0.3679, 0.3488, 0.5463, 0.3395, 0.3002, 0.4978, 0.4079, 0.1216, 0.2876

---

Entry 2:
Here is C27H43BaBrN2P2 as an isolated structure in a non-equilibrium geometry from the OMol25 dataset. Energies are from ωB97M-V/def2-TZVPD.

Summary:
E (Eh): -4445.7881
LUMO energy (eV): -6.747
Energy above the lowest of the compared OMol25 structures with the same formula, charge and spin (kcal/mol): 42.1
Total charge: +2
Max |F| (Eh/bohr): 0.0537

Positions of all 76 atoms, in Å:
1 Ba 0.12 1.62 -0.14
2 Br 0.95 3.65 -2.12
3 P 3.61 -0.05 -1.41
4 P -0.37 -1.93 0.23
5 N -4.48 -1.43 3.56
6 N -0.21 0.95 2.44
7 C 4.92 2.54 -1.47
8 C -3.30 2.37 -1.79
9 C -2.03 -2.68 0.57
10 C -2.91 3.88 0.08
11 C -4.43 0.97 3.62
12 C 2.15 -3.22 0.50
13 C -2.02 2.67 -2.30
14 C -0.22 0.04 4.90
15 C 5.11 -1.09 -1.58
16 C -5.39 -0.18 1.72
17 C -2.24 -3.22 1.99
18 C -4.96 1.03 2.31
19 C -0.22 0.54 3.54
20 C 4.16 1.53 -0.61
21 C -4.84 2.24 1.54
22 C 6.49 -0.46 -1.40
23 C -1.34 -1.51 -2.40
24 C -4.83 2.28 0.17
25 C -1.64 4.21 -0.45
26 C 0.66 -3.36 0.80
27 C -1.23 3.54 -1.58
28 C -5.13 -1.38 2.39
29 C -3.74 2.93 -0.56
30 C 4.25 0.62 -4.17
31 C 3.15 0.53 -3.12
32 C -0.33 -2.31 -1.58
33 C -4.19 -0.28 4.19
34 H -4.14 1.88 4.16
35 H -2.77 -1.89 0.36
36 H -1.02 4.95 0.06
37 H 4.47 2.69 -2.46
38 H 3.25 2.00 -0.19
39 H -0.14 -1.06 4.90
40 H 2.62 1.49 -3.01
41 H 4.80 1.24 0.24
42 H -2.21 -2.42 2.74
43 H 0.25 -4.25 0.31
44 H 0.70 -2.13 -1.94
45 H 2.40 -0.21 -3.45
46 H -5.86 -0.20 0.74
47 H -1.51 -3.98 2.25
48 H -0.53 -3.39 -1.67
49 H 6.57 0.10 -0.46
50 H -1.02 -0.47 -2.58
51 H 2.67 -4.08 0.95
52 H -3.96 1.65 -2.29
53 H 4.91 3.51 -0.96
54 H -3.26 4.33 1.02
55 H 3.78 0.88 -5.14
56 H -1.15 0.33 5.42
57 H -2.33 -1.48 -1.92
58 H -2.19 -3.48 -0.16
59 H 7.24 -1.26 -1.37
60 H -3.75 -0.36 5.20
61 H 2.36 -3.23 -0.58
62 H -1.68 2.19 -3.23
63 H 5.04 -1.60 -2.55
64 H 2.57 -2.30 0.93
65 H -3.24 -3.67 2.05
66 H 6.75 0.21 -2.22
67 H -4.63 3.14 2.12
68 H 5.97 2.25 -1.59
69 H 0.64 0.46 5.46
70 H -5.50 1.63 -0.40
71 H 4.98 -1.87 -0.80
72 H 0.50 -3.46 1.88
73 H -1.46 -1.99 -3.38
74 H -5.41 -2.34 1.95
75 H 4.99 1.41 -3.96
76 H 4.79 -0.32 -4.30

The molecule's Mulliken atomic charges, reported in e, are given here: 1.8671, -0.1654, 0.5373, 0.7039, -0.4903, -0.2652, -1.2093, -0.3773, -0.3992, -0.2564, -0.4639, -1.1638, -0.0524, -0.7779, -0.5766, -0.3837, -1.3795, 1.0400, 0.1134, -0.2666, -0.5357, -1.2861, -1.1236, -0.7345, -0.2093, -0.8836, -1.2796, -0.5767, 0.6613, -1.2456, -0.1597, -0.3719, -0.6789, 0.4029, -0.0091, 0.4315, 0.1995, -0.0325, 0.2983, 0.0399, 0.4147, 0.2261, 0.4698, 0.1326, 0.3285, 0.3330, 0.4288, 0.4309, 0.2793, 0.1716, 0.4607, 0.4227, 0.3947, 0.3734, 0.4060, 0.2368, 0.2353, 0.5258, 0.4281, 0.4973, 0.2920, 0.4776, 0.4604, 0.1849, 0.3349, 0.2431, 0.5556, 0.2286, 0.3653, 0.5503, 0.3756, 0.3634, 0.4259, 0.4538, 0.2569, 0.2952

---

Entry 3:
Here is C27H43BrCuN2O2P2 as an isolated structure in a non-equilibrium geometry from the OMol25 dataset. Energies are from ωB97M-V/def2-TZVPD.

Summary:
E (Eh): -6211.0475
LUMO energy (spin up / spin down) (eV): -10.019 / -10.021
Energy above the lowest of the compared OMol25 structures with the same formula, charge and spin (kcal/mol): 105.0
Total charge: +2
Max |F| (Eh/bohr): 0.0604
Multiplicity: 2

Positions of all 78 atoms, in Å:
1 Br -4.40 -1.64 2.72
2 Cu -3.20 0.26 2.99
3 P 0.97 -0.35 0.42
4 P -1.76 -2.13 -0.72
5 O -1.23 -0.96 3.57
6 O -0.71 -2.84 2.36
7 N 0.19 -1.45 5.47
8 N 4.17 5.45 -3.19
9 C -0.76 3.39 1.93
10 C -3.13 -0.91 -2.95
11 C 0.03 -2.66 4.63
12 C -0.04 3.71 -0.35
13 C 3.57 0.50 1.33
14 C -4.34 -3.39 -1.07
15 C 2.52 0.82 -1.78
16 C 3.10 4.87 -3.73
17 C -0.74 -2.93 -1.99
18 C 1.01 4.20 -0.76
19 C -2.30 2.90 0.08
20 C 2.06 4.74 -1.57
21 C -1.07 3.40 0.56
22 C 3.16 5.43 -1.03
23 C -2.59 1.87 2.25
24 C 4.21 5.74 -1.89
25 C -2.75 -0.75 -1.48
26 C 2.88 -2.40 -0.43
27 C -0.72 -2.13 3.38
28 C -3.06 -3.34 -0.23
29 C -2.95 1.96 0.89
30 C 1.20 0.19 -1.34
31 C -1.55 2.61 2.80
32 C 1.83 -1.99 0.60
33 C 1.98 4.53 -2.95
34 C 2.07 0.77 1.39
35 C -1.38 -4.13 -2.69
36 H -3.32 -3.06 0.81
37 H 3.21 5.66 0.03
38 H -0.42 -2.17 -2.71
39 H 3.99 0.64 0.33
40 H 1.71 0.67 2.43
41 H -4.18 -3.82 -2.06
42 H 2.69 1.78 -1.27
43 H 4.09 1.23 1.98
44 H -0.58 -3.41 5.16
45 H 0.97 -0.69 -1.98
46 H -1.37 2.59 3.87
47 H 1.10 4.06 -3.40
48 H 3.83 -0.50 1.69
49 H 3.25 -3.40 -0.16
50 H -3.57 0.03 -3.30
51 H -0.64 -4.56 -3.38
52 H -3.89 -1.68 -3.11
53 H 0.39 0.91 -1.49
54 H 2.47 1.04 -2.86
55 H -2.25 -3.84 -3.29
56 H 5.11 6.24 -1.51
57 H 1.82 1.80 1.08
58 H 3.10 4.67 -4.80
59 H 1.00 -2.72 0.64
60 H -3.65 -0.62 -0.86
61 H -0.58 -1.44 6.14
62 H -2.62 3.14 -0.93
63 H -4.79 -2.40 -1.16
64 H -1.66 -4.91 -1.98
65 H 0.11 3.97 2.26
66 H 3.39 0.16 -1.64
67 H 0.10 -0.62 4.84
68 H -2.58 -4.33 -0.19
69 H -5.07 -4.03 -0.56
70 H 0.15 -3.26 -1.44
71 H 1.05 -1.47 6.01
72 H 3.75 -1.73 -0.44
73 H -3.67 1.27 0.45
74 H 1.00 -3.10 4.40
75 H 2.27 -2.00 1.61
76 H 2.45 -2.47 -1.45
77 H -2.27 -1.13 -3.59
78 H -2.14 0.15 -1.34

The molecule's Mulliken atomic charges, reported in e, are given here: -0.3926, -0.4265, 0.8965, 0.9079, -0.3051, -0.5895, -0.1883, -0.5591, -0.5420, -1.3574, -0.7333, -0.2128, -1.2999, -1.2140, -1.5154, -0.4285, -0.2251, 0.0142, -1.2573, 0.4173, 0.4597, -0.5202, 0.1692, -0.3364, -0.2389, -1.5164, 0.7458, -0.3873, 0.1757, -0.0159, -0.3438, -0.6700, -0.2693, -0.2208, -1.4925, 0.1125, 0.4496, 0.4568, 0.2166, 0.4835, 0.2549, 0.2494, 0.4318, 0.3395, 0.0549, 0.4777, 0.4663, 0.3138, 0.4323, 0.4263, 0.4600, 0.2658, 0.3710, 0.4644, 0.2877, 0.3665, 0.1622, 0.3733, 0.4881, 0.5031, 0.3715, 0.4875, 0.2591, 0.3328, 0.5262, 0.2261, 0.2458, 0.5239, 0.4386, 0.1871, 0.3606, 0.3440, 0.6327, 0.3342, 0.5845, 0.2945, 0.2988, 0.1159